(1)
{"formula": "C2H11NO2S2", "method": "ωB97M-V/def2-TZVPD", "symbols": ["S", "S", "O", "O", "N", "C", "C", "H", "H", "H", "H", "H", "H", "H", "H", "H", "H", "H"], "positions_angstrom": [[-2.73978, -0.68163, -1.99003], [-2.28892, -1.86745, -0.44580], [2.90805, 1.19972, -0.26541], [-0.02585, 2.06778, -1.82733], [0.72453, -0.30671, 1.82293], [-0.69368, -1.33312, 0.20465], [-0.66023, -0.36854, 1.37993], [-1.28083, 0.53439, 1.37835], [-0.05592, -1.00630, -0.62237], [-0.29711, -2.28779, 0.57300], [3.26667, 2.07257, -0.44138], [-0.63645, 1.32614, -1.82627], [0.27835, 2.14238, -0.91822], [1.14570, 0.43098, 1.25637], [-2.78846, -1.64098, -2.94156], [-1.21556, -0.86574, 2.19152], [0.72207, 0.00800, 2.78635], [3.63742, 0.57630, -0.31473]], "forces_ev_per_a": [[0.6083, 0.3804, 0.0473], [0.0788, -0.4476, -0.3872], [-0.4838, -0.1304, 0.1736], [-0.1213, -0.0842, 0.0050], [-0.5542, 0.9889, -0.8039], [0.3115, 0.5009, -0.1896], [-1.1796, -1.1279, 2.1302], [0.5351, 0.4575, -1.1594], [-0.2425, -0.0036, -0.0919], [-0.0662, 0.0161, -0.0660], [0.2021, -0.0017, -0.0714], [0.0002, 0.0507, -0.0512], [0.1512, 0.0458, 0.0256], [0.6518, -0.2129, 0.3254], [-0.4822, -0.1884, 0.2267], [0.1898, -0.3389, -0.1008], [0.2708, -0.0223, 0.0072], [0.1301, 0.1174, -0.0197]], "total_charge": 1, "de_lowest_ev": 0.558, "multiplicity": 2, "homo_energy_ev": [-13.7, -13.7], "s2": 0.754, "homo_lumo_gap_ev": [9.138, 5.109], "lumo_energy_ev": [-4.6, -8.6], "max_force_ev_per_a": 2.7}


(2)
{"formula": "C36H49MoN7O10P2S", "method": "ωB97M-V/def2-TZVPD", "symbols": ["Mo", "S", "P", "P", "O", "O", "O", "O", "O", "O", "O", "O", "O", "O", "N", "N", "N", "N", "N", "N", "N", "C", "C", "C", "C", "C", "C", "C", "C", "C", "C", "C", "C", "C", "C", "C", "C", "C", "C", "C", "C", "C", "C", "C", "C", "C", "C", "C", "C", "C", "C", "C", "C", "C", "C", "C", "C", "H", "H", "H", "H", "H", "H", "H", "H", "H", "H", "H", "H", "H", "H", "H", "H", "H", "H", "H", "H", "H", "H", "H", "H", "H", "H", "H", "H", "H", "H", "H", "H", "H", "H", "H", "H", "H", "H", "H", "H", "H", "H", "H", "H", "H", "H", "H", "H", "H"], "positions_angstrom": [[1.52804, 0.01123, -0.67992], [1.51285, 2.28564, -3.38639], [-1.50278, -0.09251, 0.67170], [0.63135, -2.42852, 1.25994], [-0.60580, 0.46568, -0.39270], [2.14726, 1.76579, -4.55710], [2.26204, 3.07439, -2.44978], [0.55801, -3.95694, 0.98474], [-2.97506, -0.25188, 0.16141], [-1.47459, 0.79368, 1.93865], [1.06499, -2.12755, 2.72234], [1.58045, -1.88450, 0.20864], [0.57191, 0.33696, 3.98051], [1.26317, 0.51437, 1.29642], [0.52257, -1.17043, -2.22299], [-3.52072, 5.02078, -4.67143], [-0.13226, -0.13206, -4.25358], [1.04814, 0.95071, -2.46354], [3.37019, -0.46526, -1.64139], [2.52032, 2.35078, 0.86350], [2.83426, 1.50241, -0.16508], [-0.57517, 3.90233, -2.82102], [1.25282, 3.79056, 2.90201], [-0.83078, -4.72347, 2.92825], [1.17061, 2.39168, 2.83069], [-0.21064, -5.06677, 1.59300], [-4.87666, 0.88327, -0.81845], [-2.39100, 0.92565, 3.09514], [0.43482, -0.10973, -3.05729], [3.61604, -1.57753, -2.34060], [0.36807, 3.75700, 5.12224], [1.66095, 1.73262, 1.61950], [4.23587, 0.58054, -1.74326], [-2.34931, 4.39264, -4.38255], [4.70604, -1.68390, -3.18841], [-1.05423, -1.80457, 1.09302], [3.37304, -1.27894, 3.03930], [-0.50449, -2.47669, -3.87636], [0.28782, 2.38026, 5.08016], [-0.55128, 2.91637, -5.03064], [3.92266, 1.67020, -0.83866], [0.84604, 4.47193, 4.02696], [-3.47648, 0.38631, -1.08799], [-3.40320, -0.65563, -2.17972], [-1.22447, -5.52660, 0.56906], [5.56569, -0.60466, -3.32605], [-0.58931, -1.31225, -4.64648], [5.33674, 0.54507, -2.58283], [-2.76539, -0.42159, 3.66619], [-1.72914, 3.56434, -5.33150], [-3.57768, 1.77575, 2.70950], [-1.75292, 4.54589, -3.11858], [2.93777, -3.75652, 2.96087], [0.67782, 1.68821, 3.93537], [0.02590, 3.08558, -3.77548], [2.40422, -2.39592, 3.35122], [0.06762, -2.35360, -2.62660], [-1.04867, -1.33825, -5.62753], [-2.21305, 5.19798, -2.38909], [-4.00219, -1.52664, -1.91743], [3.86439, -3.92583, 3.50883], [-1.58990, -2.07116, 2.00322], [6.41174, -0.66062, -3.99478], [-4.08486, 2.10749, 3.61477], [-1.88327, -0.96854, 3.99775], [3.00920, -0.31241, 3.37876], [0.18321, -3.18627, -1.94030], [-2.37309, -0.96698, -2.34546], [-2.17156, 3.45463, -6.31182], [-1.64005, -4.00193, 2.82961], [-0.74873, -5.71944, -0.38972], [4.86843, -2.60207, -3.73338], [0.55831, -5.82829, 1.72639], [2.91691, -2.39349, -2.20443], [2.13326, -2.37806, 4.40780], [-0.06195, 2.29131, -5.76174], [2.25110, -4.55885, 3.21761], [-0.06442, 1.81141, 5.92755], [3.16698, -3.80622, 1.89628], [-5.30844, 1.24797, -1.74963], [-2.80084, 1.21593, -1.30750], [-0.87578, -3.42139, -4.23912], [-1.48638, -2.40807, 0.28984], [-3.78759, -0.24253, -3.11121], [-1.68672, -6.45277, 0.90866], [0.90857, 5.54916, 4.06227], [-3.39337, -0.25875, 4.54142], [-3.84589, 5.75755, -4.06967], [3.59902, -1.23626, 1.97271], [-0.10674, -4.34713, 3.64476], [1.64229, 4.32420, 2.04823], [-3.83349, 5.06167, -5.62561], [-5.50597, 0.07652, -0.44513], [-2.01712, -4.79051, 0.43842], [-4.28873, 1.21110, 2.11173], [5.99129, 1.40052, -2.64558], [4.29949, -1.48843, 3.57532], [0.76426, -0.03827, 3.10913], [-4.88281, 1.70200, -0.10382], [-1.26382, -5.63539, 3.33765], [-3.34583, -1.01490, 2.95713], [4.56602, 2.52456, -0.66847], [-0.10035, 4.04640, -1.86084], [-1.75984, 1.46017, 3.80597], [0.05970, 4.27955, 6.01595], [-3.25548, 2.65874, 2.16054]], "forces_ev_per_a": [[-1.2947, -0.6028, 0.7959], [0.0063, -0.0076, 0.2653], [-0.2828, 0.0173, 0.1368], [0.0464, -0.1739, 0.1419], [0.3874, -0.2200, -0.1181], [-0.0067, 0.0519, -0.0983], [-0.0295, 0.0798, -0.0841], [-0.0182, 0.1749, -0.0737], [0.1831, 0.0531, 0.1479], [-0.0270, -0.1314, -0.1082], [-0.0064, -0.0182, -0.2354], [-0.1302, 0.0872, 0.0490], [0.0015, -0.0107, 0.0209], [0.3235, -0.0741, -0.0098], [0.2732, 0.1426, -0.2540], [-0.1506, 0.0419, -0.0057], [-0.0039, 0.0122, -0.0357], [-0.0637, 0.0845, -0.3709], [0.3873, 0.0111, -0.1782], [0.0688, 0.0264, -0.0656], [0.6432, 0.4947, -0.2431], [0.0008, 0.0124, 0.0235], [-0.0199, -0.0086, 0.0289], [0.0241, -0.0254, -0.0108], [0.0148, -0.0152, 0.0723], [0.0448, -0.1081, -0.0094], [0.0815, -0.0399, 0.0206], [0.0104, 0.0719, 0.1218], [0.0663, 0.0863, -0.0792], [0.0080, -0.0200, -0.0025], [0.0075, -0.0220, -0.0304], [0.0785, 0.2339, -0.0049], [0.0815, -0.0940, -0.0934], [0.0995, -0.0365, 0.0109], [-0.0270, 0.0321, 0.0355], [-0.0321, 0.0877, 0.0316], [-0.0225, -0.0022, -0.0345], [0.0393, 0.0670, 0.1503], [0.0588, -0.0189, -0.0940], [-0.0380, 0.0781, -0.0092], [-0.3139, -0.0371, 0.1792], [0.0227, -0.0129, -0.0450], [0.0489, 0.0224, -0.0673], [0.0044, 0.0642, 0.0448], [0.0748, -0.0299, 0.0483], [-0.0852, -0.0159, 0.0583], [0.0017, -0.0979, 0.0450], [-0.2387, -0.0798, 0.1457], [0.0224, 0.0387, 0.0363], [0.0790, -0.0137, 0.0525], [0.0466, -0.0197, -0.0102], [0.0021, -0.0259, -0.0119], [-0.0258, 0.0540, -0.0092], [0.0589, 0.0234, 0.0909], [0.0716, -0.0592, -0.0828], [-0.0674, -0.0299, 0.1820], [-0.0995, -0.0907, -0.1389], [-0.0151, -0.0175, -0.0255], [-0.0240, 0.0339, 0.0421], [-0.0500, -0.0428, 0.0190], [-0.0074, 0.0006, 0.0120], [-0.0277, -0.0201, 0.0450], [0.0393, -0.0020, -0.0348], [-0.0074, -0.0043, 0.0279], [0.0528, -0.0320, -0.0195], [-0.0407, 0.0142, -0.0048], [-0.0045, -0.0015, -0.0074], [0.0589, -0.0265, 0.0000], [-0.0193, -0.0142, -0.0501], [-0.0729, 0.0144, -0.0093], [0.0267, -0.0146, -0.0438], [-0.0024, -0.0084, -0.0009], [-0.0518, 0.0127, 0.0086], [0.0598, 0.0580, -0.0232], [0.0590, 0.0070, -0.0864], [0.0138, -0.0353, -0.0359], [-0.0606, -0.0441, 0.0157], [-0.0325, -0.0556, 0.0698], [0.0185, 0.0028, -0.0450], [0.0022, 0.0155, -0.0289], [-0.0661, -0.0260, -0.0166], [-0.0090, -0.0323, -0.0129], [-0.0040, -0.0124, -0.0455], [0.0017, 0.0291, -0.0348], [-0.0052, -0.0109, 0.0113], [0.0034, 0.0346, -0.0048], [-0.0282, -0.0048, 0.0155], [0.0180, -0.0112, -0.0384], [-0.0111, -0.0052, -0.0078], [0.0730, 0.0182, 0.0480], [0.0203, 0.0310, -0.0452], [0.0046, 0.0179, 0.0110], [-0.0209, -0.0392, 0.0066], [-0.0527, 0.0700, -0.0077], [-0.0547, -0.0305, -0.0801], [0.0341, 0.0580, -0.0042], [0.0061, 0.0125, -0.0133], [-0.0118, 0.0234, 0.0329], [0.0111, 0.0186, 0.0630], [-0.0052, -0.0132, 0.0167], [-0.0580, -0.0042, -0.0355], [-0.0238, -0.0151, -0.0013], [0.0207, 0.0146, 0.0609], [-0.1345, -0.0425, -0.1070], [-0.0137, 0.0298, 0.0544], [0.0054, 0.0419, -0.0120]], "total_charge": 2, "de_lowest_ev": 0.918, "multiplicity": 3, "homo_energy_ev": [-12.2, -12.2], "s2": 2.032, "homo_lumo_gap_ev": [6.533, 5.529], "lumo_energy_ev": [-5.7, -6.7], "max_force_ev_per_a": 1.6}